Density functional theory data (the ωB97M-V functional and the def2-TZVPD basis) for C29H32CdCl2N3O2PS3 as an isolated structure.

Properties
Electronic energy = -4063.2817 Ha
Energy relative to the best compared isomer or geometry (same formula, charge and spin) = 0.00 kJ/mol
HOMO-LUMO gap = 7.04 eV
Highest occupied orbital energy = -0.2729 Ha

Element x y z (Å)
Cd1 -0.47950 0.81209 0.80892
C1 -2.33256 0.06065 3.69740
C2 -0.87077 0.02159 4.00918
C3 -0.39301 -0.59163 5.16377
C4 0.96203 -0.58832 5.41846
C5 1.81496 0.06682 4.54400
C6 1.27690 0.66288 3.41629
N1 -0.03231 0.60252 3.14606
C7 2.11601 1.47015 2.47417
C8 3.47784 1.66715 2.66525
C9 4.16405 2.47893 1.78022
C10 3.48410 3.07963 0.73664
C11 2.12627 2.82150 0.59776
N2 1.47712 2.03491 1.45143
C12 1.31378 3.43561 -0.49031
C13 1.87652 3.76675 -1.71248
C14 1.06365 4.37470 -2.65889
C15 -0.25708 4.61950 -2.34825
C16 -0.75489 4.21902 -1.10686
C17 -2.20216 4.40392 -0.76374
N3 0.02653 3.63566 -0.20080
H1 -2.92067 -0.22778 4.56698
H2 -2.55719 -0.62199 2.87592
H3 -2.63307 1.06108 3.38540
H4 -1.08900 -1.06791 5.84009
H5 1.35637 -1.07380 6.30178
H6 2.87239 0.11171 4.75232
H7 4.00174 1.20222 3.48549
H8 5.22333 2.65456 1.91507
H9 3.98440 3.75138 0.05480
H10 2.91024 3.53591 -1.92697
H11 1.46084 4.64537 -3.62874
H12 -0.91818 5.09556 -3.06066
H13 -2.55335 5.38926 -1.07230
H14 -2.35691 4.27002 0.30291
H15 -2.80537 3.65348 -1.28081
Cl1 -0.84639 1.05208 -2.28000
C18 -2.55838 0.73950 -2.35811
C19 -3.05669 0.45561 -3.62061
C20 -4.40311 0.19825 -3.79078
C21 -5.23928 0.23380 -2.68770
C22 -4.72256 0.51551 -1.43618
Cl2 -5.85088 0.54063 -0.11571
C23 -3.35604 0.77380 -1.20393
S1 -2.85394 1.12385 0.43884
H16 -2.37453 0.44194 -4.45974
H17 -4.79832 -0.02554 -4.77221
H18 -6.29857 0.04073 -2.78182
C24 0.66190 -2.22689 -3.17109
C25 -0.70726 -2.60393 -2.63771
C26 -1.04089 -4.06778 -2.85427
O1 -0.92353 -2.27525 -1.24025
P1 0.05856 -2.35313 0.00566
S2 -1.01453 -2.49814 1.62044
S3 1.32121 -0.75269 -0.02388
O2 0.92162 -3.65190 -0.36675
C27 2.09079 -4.18676 0.30731
C28 2.16557 -3.87475 1.79057
C29 3.33364 -3.74395 -0.44543
H19 0.67414 -2.42599 -4.24502
H20 1.44752 -2.81870 -2.70419
H21 0.87310 -1.17336 -3.00763
H22 -1.45726 -1.98790 -3.13843
H23 -0.29074 -4.70458 -2.38622
H24 -1.07088 -4.28459 -3.92394
H25 -2.01509 -4.29890 -2.42429
H26 1.96776 -5.26517 0.19264
H27 2.28839 -2.80603 1.97003
H28 3.03497 -4.39932 2.19318
H29 1.27415 -4.21313 2.31431
H30 3.47176 -2.66721 -0.34760
H31 3.24608 -3.99332 -1.50337
H32 4.21465 -4.24991 -0.04563